(1)
DFT (ωB97M-V/def2-TZVPD) results for an isolated molecule of C6H11N.

The HOMO-LUMO gap comes out at 9.12 eV. For the highest occupied orbital energy, the calculation gives -8.0 eV. The SMILES is C=CNC/C=C/C.

```
! wB97M-V def2-TZVPD RIJCOSX def2/J DEFGRID3
* xyz 0 1
H 0.689 3.915 1.600
H -0.273 -2.780 0.202
H 2.077 1.659 0.693
C 0.439 -0.190 -0.516
H 1.218 -0.811 -0.060
N -0.725 -0.961 -0.930
H -0.819 -4.289 -1.789
C 0.485 2.856 1.875
H 0.902 0.274 -1.396
H -1.219 -0.635 -1.739
C 0.123 0.921 0.482
H -1.488 -3.158 -2.572
C -0.927 -3.216 -1.642
H 0.713 2.961 2.962
H -0.947 1.032 0.724
H -0.591 2.916 1.857
C -0.671 -2.299 -0.690
C 1.013 1.804 0.938
*
```

Results of the Mulliken charge analysis, in e, for atoms 1 through 8:
1. H 0.30
2. H 0.31
3. H 0.34
4. C -0.62
5. H 0.32
6. N -0.23
7. H 0.25
8. C -1.15


(2)
DFT (ωB97M-V/def2-TZVPD) results for a cluster of 2 separate species, C6H11N in total.

The HOMO-LUMO gap comes out at 9.05 eV. For the highest occupied orbital energy, the calculation gives -8.2 eV. The SMILES is C[C@@H]1C[C@H]1C.C#N.

```
! wB97M-V def2-TZVPD RIJCOSX def2/J DEFGRID3
* xyz 0 1
N 1.999 -1.891 -0.209
C 1.081 0.363 1.633
C 1.404 -1.216 -0.938
H -1.301 -1.162 -1.577
H 0.946 -0.774 -1.800
H -0.671 1.363 -1.832
H 1.357 0.816 -0.494
C -0.882 0.266 0.013
H -0.867 2.502 -0.420
H 0.784 1.179 2.282
H -1.198 -1.841 0.062
H -2.615 -0.878 -0.421
H 2.171 0.228 1.705
C -1.531 -0.978 -0.523
H -1.263 0.521 1.003
C 0.570 0.581 0.189
C -0.650 1.495 -0.727
H 0.667 -0.574 2.054
*
```

Results of the Mulliken charge analysis, in e, for atoms 1 through 8:
1. N -0.50
2. C -1.33
3. C 0.14
4. H 0.30
5. H 0.31
6. H 0.22
7. H 0.57
8. C 0.44


(3)
DFT (ωB97M-V/def2-TZVPD) results for a cluster of 2 separate species, C6H11N in total.

The HOMO-LUMO gap comes out at 10.31 eV. For the highest occupied orbital energy, the calculation gives -9.3 eV. The SMILES is C=C=CCC.C=N.

```
! wB97M-V def2-TZVPD RIJCOSX def2/J DEFGRID3
* xyz 0 1
C -0.436 -1.160 0.628
C -0.900 -2.283 0.167
H -0.208 0.187 2.170
N -1.173 2.008 -0.654
C 1.966 -0.015 -0.554
H 1.942 1.019 1.355
C 0.204 -0.196 1.241
H -1.522 2.590 0.109
H 0.636 1.530 0.146
C -1.793 0.910 -0.793
H -0.493 -3.238 0.472
C 1.234 0.660 0.599
H 2.729 0.647 -0.959
H 1.265 -0.265 -1.352
H -2.617 0.558 -0.165
H -1.727 -2.318 -0.526
H 2.443 -0.941 -0.227
H -1.550 0.305 -1.658
*
```

Results of the Mulliken charge analysis, in e, for atoms 1 through 8:
1. C 0.22
2. C -0.67
3. H 0.29
4. N -0.59
5. C -1.22
6. H 0.35
7. C -0.46
8. H 0.22


(4)
DFT (ωB97M-V/def2-TZVPD) results for an isolated molecule of C6H11N.

The HOMO-LUMO gap comes out at 6.47 eV. For the highest occupied orbital energy, the calculation gives -6.8 eV. The SMILES is C=CC/C(C)=C/N.

```
! wB97M-V def2-TZVPD RIJCOSX def2/J DEFGRID3
* xyz 0 1
H 0.416 2.873 0.498
H 1.916 0.054 0.576
H -0.617 -1.748 1.241
H -1.329 1.184 -1.266
H -2.082 -1.162 0.449
H 1.251 1.319 1.563
H 1.035 -2.727 -0.443
C -0.549 -1.634 -1.077
C 0.984 0.414 1.034
C 0.787 -1.886 -1.125
C -0.340 0.288 0.438
N -0.147 2.737 -0.318
H 0.971 -0.322 1.951
C -0.927 -1.145 0.306
H -0.703 3.446 -0.571
C -0.751 1.451 -0.287
H -1.311 -2.068 -1.641
H 1.396 -1.074 -1.328
*
```

Results of the Mulliken charge analysis, in e, for atoms 1 through 8:
1. H 0.19
2. H 0.23
3. H 0.35
4. H 0.23
5. H 0.28
6. H 0.45
7. H 0.22
8. C -0.40


(5)
DFT (ωB97M-V/def2-TZVPD) results for an isolated molecule of C6H11N.

The HOMO-LUMO gap comes out at 8.16 eV. For the highest occupied orbital energy, the calculation gives -7.2 eV. The SMILES is C/C=C/C(C)=C/N.

```
! wB97M-V def2-TZVPD RIJCOSX def2/J DEFGRID3
* xyz 0 1
C 2.318 -0.436 2.000
H -3.704 0.965 -0.591
N -2.800 0.821 -1.017
C 0.595 0.484 0.425
H -0.164 -1.732 -1.393
C -0.523 0.251 -0.473
H -1.708 1.573 0.605
H -2.939 0.128 -1.732
C -1.674 0.890 -0.233
H 0.421 1.263 1.173
H 1.618 -0.258 2.806
H -1.135 -0.595 -2.361
H 2.627 -1.475 2.069
H 2.055 -0.876 -0.179
C 1.675 -0.282 0.647
H 3.166 0.244 2.118
H 0.498 -0.279 -2.232
C -0.325 -0.686 -1.634
*
```

Results of the Mulliken charge analysis, in e, for atoms 1 through 8:
1. C -1.17
2. H 0.22
3. N -0.51
4. C -0.57
5. H 0.28
6. C 0.78
7. H 0.32
8. H 0.19


(6)
DFT (ωB97M-V/def2-TZVPD) results for the ion C6H11N with charge +1.

The HOMO-LUMO gap (spin up / spin down) comes out at 9.48 / 8.22 eV. For the highest occupied orbital energy (spin up / spin down), the calculation gives -13.5 / -14.7 eV.

```
! wB97M-V def2-TZVPD RIJCOSX def2/J DEFGRID3
* xyz 1 2
H -1.010 0.454 1.882
H 1.229 -0.043 1.920
H -2.430 -1.473 -0.867
H 0.927 -0.884 -1.973
H -2.345 -0.715 1.362
C -1.594 0.015 1.081
H 2.248 1.987 -0.106
H -0.890 -2.168 -1.384
H 2.111 0.212 -1.457
C 1.350 0.462 0.964
H 2.370 2.172 1.729
C 0.610 -0.074 -0.176
C -1.397 -1.239 -1.104
H -1.481 -0.596 -1.988
C 2.048 1.592 0.884
H -2.151 0.865 0.654
C -0.732 -0.501 -0.006
N 1.137 -0.065 -1.413
*
```

Results of the Mulliken charge analysis, in e, for atoms 1 through 8:
1. H 0.42
2. H 0.47
3. H 0.38
4. H 0.28
5. H 0.39
6. C -1.40
7. H 0.23
8. H 0.43


(7)
DFT (ωB97M-V/def2-TZVPD) results for the ion C6H11N2 with charge +1.

The HOMO-LUMO gap comes out at 8.38 eV. For the highest occupied orbital energy, the calculation gives -12.0 eV. The SMILES is [NH3+]CCc1cc[nH]c1.

```
! wB97M-V def2-TZVPD RIJCOSX def2/J DEFGRID3
* xyz 1 1
C 0.637 -0.236 -1.071
H 0.723 0.382 -1.930
C -2.580 1.213 -0.138
N 1.954 -1.317 0.750
H 2.887 -1.133 1.299
H -3.431 1.816 -0.334
H -1.314 1.410 -2.015
H -2.919 0.477 1.838
H 0.498 -1.285 -1.481
C -1.637 1.019 -1.081
C -0.606 0.225 -0.353
H -0.671 -0.405 1.828
C 1.934 -0.104 -0.262
H 2.071 -2.198 0.301
H 1.108 -1.306 1.381
N -2.342 0.580 1.073
H 2.810 0.036 -1.095
H 1.950 0.850 0.411
C -1.072 -0.024 0.879
*
```

Results of the Mulliken charge analysis, in e, for atoms 1 through 8:
1. C -0.69
2. H 0.38
3. C -0.61
4. N -0.30
5. H 0.42
6. H 0.42
7. H 0.39
8. H 0.15


(8)
DFT (ωB97M-V/def2-TZVPD) results for the ion C6H11N2 with charge +1.

The HOMO-LUMO gap comes out at 7.95 eV. For the highest occupied orbital energy, the calculation gives -11.6 eV.

```
! wB97M-V def2-TZVPD RIJCOSX def2/J DEFGRID3
* xyz 1 1
C 1.551 -0.405 0.256
H 1.390 -2.521 0.081
H -0.506 0.779 2.170
H -1.253 -0.983 -1.592
H 1.638 1.512 1.587
H -0.516 -1.623 1.787
N -0.961 -0.208 0.359
C -0.358 -1.373 0.732
H -2.680 -0.153 -0.895
H -1.238 0.783 -1.529
N 1.703 0.927 -0.605
C -1.047 0.781 1.245
C 0.860 -1.678 -0.030
C 1.548 0.745 0.890
H 2.594 1.328 -0.887
H 0.773 1.255 -0.943
H 0.673 -1.452 -1.051
H -1.682 1.578 1.082
C -1.544 -0.098 -0.930
*
```

Results of the Mulliken charge analysis, in e, for atoms 1 through 8:
1. C 0.08
2. H 0.45
3. H 0.40
4. H 0.31
5. H 0.50
6. H 0.42
7. N 0.06
8. C -0.43


(9)
DFT (ωB97M-V/def2-TZVPD) results for the ion C6H11N2 with charge +1.

The HOMO-LUMO gap comes out at 10.80 eV. For the highest occupied orbital energy, the calculation gives -13.9 eV. The SMILES is C[C@H]1C=CCNC1=[NH2+].

```
! wB97M-V def2-TZVPD RIJCOSX def2/J DEFGRID3
* xyz 1 1
C 0.393 -1.031 0.157
N 1.414 -1.775 0.428
H 2.312 1.626 0.058
C 1.561 1.228 -0.483
H -2.957 1.152 -0.037
C -0.827 1.351 0.384
H 1.045 0.771 1.432
C 0.515 0.688 0.490
C -1.979 0.768 0.125
H 1.573 -2.746 0.032
H 1.020 2.015 -0.996
H -0.825 2.370 0.609
H -0.724 -2.486 -0.209
N -0.787 -1.468 -0.135
C -2.078 -0.771 -0.120
H -2.470 -0.803 -1.164
H -2.633 -1.174 0.734
H 1.883 0.484 -1.245
H 2.271 -1.184 0.669
*
```

Results of the Mulliken charge analysis, in e, for atoms 1 through 8:
1. C 0.35
2. N -0.42
3. H 0.37
4. C -1.22
5. H 0.43
6. C -0.49
7. H 0.36
8. C 0.40


(10)
DFT (ωB97M-V/def2-TZVPD) results for the ion C6H11N2 with charge +1.

The HOMO-LUMO gap (spin up / spin down) comes out at 7.49 / 5.58 eV. For the highest occupied orbital energy (spin up / spin down), the calculation gives -10.3 / -13.4 eV.

```
! wB97M-V def2-TZVPD RIJCOSX def2/J DEFGRID3
* xyz 1 3
H 0.636 -1.796 2.747
H 0.662 1.448 -2.189
C -0.506 -0.316 1.812
H -2.144 1.706 -0.360
H -2.321 -0.161 -0.240
C -0.182 -1.097 2.867
H -1.804 0.774 -1.691
C 1.827 -0.185 -1.075
C -1.771 0.712 -0.665
H -0.112 -0.163 -2.530
H 2.266 -1.162 -1.555
H -1.474 0.328 1.775
H 2.701 0.500 -1.125
C 0.499 0.461 -1.693
H 2.084 -0.857 0.908
N 1.399 -0.482 0.262
C 0.166 -0.177 0.558
H -0.745 -1.167 3.786
N -0.383 0.606 -0.506
*
```

Results of the Mulliken charge analysis, in e, for atoms 1 through 8:
1. H 0.23
2. H 0.36
3. C -0.02
4. H 0.34
5. H 0.43
6. C -1.03
7. H 0.45
8. C -0.47


(11)
DFT (ωB97M-V/def2-TZVPD) results for the ion C6H11N2O with charge +1.

The HOMO-LUMO gap comes out at 9.63 eV. For the highest occupied orbital energy, the calculation gives -12.8 eV. The SMILES is C=CC(=C)COC(N)=[NH2+].

```
! wB97M-V def2-TZVPD RIJCOSX def2/J DEFGRID3
* xyz 1 1
H -1.378 1.447 0.334
H 1.820 -1.895 -0.532
C 1.657 -1.549 0.448
H 1.617 -2.217 1.335
C 1.443 -0.250 0.776
H 0.904 -0.109 -2.238
H -0.237 1.181 -1.690
H -1.790 -2.510 0.088
C -1.714 -0.476 -0.057
N -2.282 -1.575 0.384
O -0.721 -0.615 -0.931
C 0.313 0.269 -1.411
C 1.244 0.791 -0.312
H -2.734 1.034 1.005
H 1.360 0.076 1.783
H 2.192 2.299 0.661
C 1.708 2.035 -0.167
N -2.084 0.747 0.317
H -2.912 -1.487 1.171
H 1.591 2.805 -0.965
*
```

Results of the Mulliken charge analysis, in e, for atoms 1 through 8:
1. H 0.22
2. H 0.32
3. C -0.85
4. H 0.30
5. C -0.17
6. H 0.38
7. H 0.50
8. H 0.31


(12)
DFT (ωB97M-V/def2-TZVPD) results for the ion C6H11N2O with charge +1.

The HOMO-LUMO gap comes out at 10.10 eV. For the highest occupied orbital energy, the calculation gives -14.7 eV. The SMILES is C/C(C=[N+](C)C)=N/C=O.

```
! wB97M-V def2-TZVPD RIJCOSX def2/J DEFGRID3
* xyz 1 1
C 2.602 -1.510 -0.286
C 1.590 2.019 0.338
H 3.476 -1.877 -0.963
H 2.022 2.195 1.435
H -1.846 -1.362 1.592
C 1.752 0.487 0.223
H 0.537 2.455 0.197
H 0.216 -0.011 -1.737
H -1.164 0.903 -1.360
H -2.859 -0.582 0.542
H -2.190 -2.039 -0.022
H 0.238 -0.733 1.899
C -1.887 -1.151 0.512
C -0.765 -0.075 -1.271
C 0.359 -0.399 0.848
N 2.704 -0.146 -0.286
N -0.716 -0.401 0.117
H -1.526 -0.604 -1.879
H 2.319 2.444 -0.391
O 1.683 -2.061 0.261
*
```

Results of the Mulliken charge analysis, in e, for atoms 1 through 8:
1. C 0.18
2. C -1.05
3. H 0.37
4. H 0.31
5. H 0.31
6. C 0.50
7. H 0.32
8. H 0.39


E / eV: -7887.675, -7886.181, -7887.639, -7883.427, -7889.157, -7882.088, -9372.480, -9367.348, -9372.834, -9369.343, -11419.665, -11418.551